Below is a structure of composition C76H184F6N9O21P, with properties calculated with ωB97M-V with the def2-TZVPD basis set.

The geometry in XYZ format:
```
297
Properties=species:S:1:pos:R:3:forces:R:3
H -0.318079 3.868459 5.124314 -0.51 -0.03 -0.32
H -9.892379 1.233869 4.397374 0.26 -0.26 0.03
H -1.559519 -1.875391 -11.306406 0.06 0.00 0.17
H -5.580799 4.164139 4.669354 -0.08 1.12 4.12
H -3.296429 -6.758211 -3.261006 0.28 -0.50 -0.02
C 8.787111 -0.262311 -1.074076 0.42 1.00 1.29
O -1.336689 1.456879 1.351244 -1.50 -0.12 -0.36
C -0.081809 4.998109 2.633254 -1.16 0.84 -0.52
H -0.206789 -2.824831 1.224474 0.35 -0.07 0.30
H -4.686899 -3.788711 6.269454 0.23 -0.19 -0.10
C 0.875441 2.056099 -6.272626 0.42 0.84 0.03
H 13.836471 0.886339 0.850594 -0.35 -0.26 0.15
C -2.350419 0.362079 6.066994 0.16 0.74 -0.51
H -6.442879 1.993519 0.193984 -0.03 -0.21 0.18
H -1.455189 4.117019 -2.785576 2.76 -4.33 2.05
H 0.870661 2.619449 2.028284 -0.66 -0.86 -0.37
N 11.259051 0.189139 -0.331666 -1.93 1.24 2.32
H -2.192159 -2.339711 -1.441606 -0.83 -0.22 0.53
O 8.326401 0.872929 -0.316446 -0.08 -1.18 -0.61
H 2.401681 2.738609 1.388774 0.43 -0.11 -0.04
H -3.182609 0.164759 -4.224126 -0.64 -0.01 -0.22
H 5.180791 0.333609 -4.222046 0.22 -0.23 0.12
H -9.986719 -2.727161 5.090604 -0.21 0.08 0.10
H -1.261679 -7.198991 -4.883616 0.36 0.05 0.35
H -5.803059 1.120209 -4.893566 -0.32 -0.12 -0.03
C 0.670081 -3.303361 -9.224556 -0.48 1.43 0.36
H -1.680209 0.901119 4.017354 -0.09 -0.02 -0.27
H -4.139419 -4.372621 -3.864076 0.03 -0.45 0.11
O -0.824069 5.004499 -3.750156 0.41 1.77 -1.70
H -2.487359 -3.515801 4.255964 0.38 0.43 -0.46
H 0.917541 1.080009 -5.789336 0.22 -0.51 -0.71
H -4.010809 -6.379121 0.509484 0.06 0.29 0.05
H -2.316159 -5.930961 -5.299986 -0.13 0.17 0.11
H 4.806811 -2.372921 -0.972186 -0.15 0.61 -0.41
H -10.352199 0.262839 2.983994 -0.34 -0.24 0.25
H 3.395711 -3.652021 0.246044 -0.58 0.16 -0.43
H -2.735609 2.669499 2.187624 -0.11 0.24 -0.26
H -2.274349 -6.076491 0.227204 -0.25 0.77 0.13
N 3.926701 -4.053681 -1.840576 0.50 -0.03 -0.25
N 2.599751 4.104359 5.927434 -1.44 -0.53 0.95
H 3.596671 1.987769 4.032034 0.38 -0.05 0.16
H -2.143139 1.181169 6.755634 0.07 -0.49 0.40
H 10.486311 1.838349 -1.694006 -0.23 -0.47 0.53
N -8.651279 -0.517741 3.997144 1.94 1.84 -0.16
H 2.734021 5.966809 8.301914 -0.37 -0.38 -0.48
H 2.593091 -5.971871 -3.684136 -0.72 -0.05 0.58
C 2.280201 -1.945891 3.255834 -1.37 -1.72 -3.45
H 1.400711 -1.685361 -5.043686 2.69 -0.73 -2.05
C -2.292749 -6.351391 -3.137666 0.16 1.80 -0.68
H -3.289319 -0.127991 6.324684 0.43 -0.12 0.11
H 8.037801 -1.041441 -1.214056 -0.27 -0.38 0.80
C 7.283731 1.600069 -0.944756 -0.10 1.14 0.42
H 2.033051 1.229499 2.238814 -0.56 -0.33 -0.35
H 1.377261 1.643539 -9.405586 0.61 -0.40 -0.29
C -3.224289 -3.965181 -3.434386 -0.44 -0.93 0.30
N -0.150229 -0.757141 -9.108516 -1.27 0.95 2.26
O 0.838371 4.809169 3.646794 0.67 -1.02 2.91
C -8.049839 -0.433041 5.428324 -0.10 1.14 -0.54
C 11.367661 1.208119 -1.575096 1.08 -1.64 1.08
C -1.577579 -6.210951 -4.548836 -1.29 0.02 0.92
C -5.391449 3.792879 3.301034 1.48 -2.82 -5.79
H -0.804299 -5.116791 -1.250236 -0.47 -0.07 0.35
N 1.328371 1.471719 0.137394 -0.19 -1.49 0.54
H 0.679681 -0.343311 0.951994 -0.30 -0.09 0.24
C -7.815949 0.977719 6.072034 0.06 0.27 -0.47
H -1.252459 -2.628161 -9.416496 -0.44 0.77 0.25
H -5.821129 4.570129 -3.476906 -0.24 0.06 -0.06
H -0.789719 -5.459551 -4.601586 0.19 -0.23 0.28
H -0.503649 5.643609 5.008874 0.12 0.06 0.50
C -8.675119 -2.036421 3.501024 -1.83 0.82 -0.46
C 2.701531 0.903019 -0.408796 0.75 0.90 -0.23
H 0.504071 -0.282451 -0.788716 -0.17 0.13 -0.17
N -2.635479 -4.977631 -2.434826 0.91 1.06 0.46
O -4.346469 4.213959 3.788194 3.14 1.53 0.25
H 12.142901 1.081359 -3.591386 -0.32 0.47 0.05
H 14.606861 -0.585431 0.308344 -0.04 -0.06 0.09
H -4.239469 -1.516851 3.112664 -0.01 0.21 0.24
H -0.635129 -2.415241 -0.954846 0.57 -0.43 0.53
C -1.170199 0.580749 0.255614 0.35 0.91 0.32
H 2.609941 -2.438681 -1.835056 -0.59 0.02 -0.66
C 4.187351 -0.022221 -3.948986 -0.59 0.21 0.16
N -1.161819 -0.683531 6.256364 -2.25 -0.28 0.42
O 1.416421 -0.942411 -4.435926 0.70 1.06 0.17
C -6.395539 1.493049 -0.773166 -0.16 0.18 -0.05
H -0.346479 1.877649 -2.584326 -0.19 -0.50 0.70
H -1.763939 0.496099 8.846364 0.22 0.05 -0.34
O -0.587379 -0.980091 -3.411326 -0.49 1.37 1.64
H -0.319289 -4.568511 1.100344 -0.15 -0.27 -0.11
C 0.113951 0.119269 6.104594 -1.27 -1.00 0.25
H -4.586869 -5.533081 -1.850386 -0.06 0.00 0.27
C 0.301501 0.266069 0.131174 1.50 0.29 0.09
H 1.612951 2.231659 6.387564 0.38 0.34 0.18
H -7.586899 1.360309 3.327394 -0.22 -0.06 0.69
H 5.152071 -5.680451 -2.166726 0.35 0.15 -0.15
H -5.021659 2.476109 -4.164586 0.86 -0.19 0.41
C 2.186651 2.648109 5.559594 1.64 0.24 -1.49
O -5.006549 0.614689 -3.052626 2.26 0.59 -0.99
H 8.918241 0.026299 -2.116956 0.79 0.31 -0.08
F 4.415611 6.436769 -0.201626 1.95 -0.16 0.45
H 1.634991 5.900529 6.126244 -0.23 0.10 0.43
H 1.706001 -2.978251 -9.128296 -0.08 0.05 0.53
H -1.698009 -6.891431 -2.400956 -0.18 -0.09 -0.22
O -5.510089 3.371399 2.095634 -1.09 0.17 1.16
H 3.622661 0.820269 -3.549686 0.11 0.04 0.04
C -5.452139 3.538579 -1.611166 -0.19 0.58 -1.14
H -4.594509 2.985559 -1.994246 -0.15 -0.30 0.31
H -5.398919 1.077899 -0.923106 -0.28 0.20 -0.10
H 1.844431 -4.105541 -2.020826 -0.20 0.39 0.12
H 4.729001 -5.268111 1.487934 -0.32 -0.02 -0.25
N -6.685039 2.588669 -1.768266 0.08 0.06 -0.33
C 11.703651 0.437399 -2.829496 0.37 0.11 -0.69
H -3.416089 1.142089 1.852104 0.32 -0.70 -0.04
H 2.588811 1.356379 -8.145086 0.02 0.11 0.32
H 0.936101 -0.567201 6.306894 0.20 0.27 -0.55
H 4.230341 1.578849 5.698244 0.04 0.57 -0.05
H 12.176351 1.846219 -1.218816 0.03 0.01 -0.31
C -2.428759 -2.849011 5.116224 1.29 1.49 2.10
F 3.041701 4.962659 0.485584 -2.26 -1.87 -1.26
H 11.928241 1.643269 1.264014 0.10 -0.10 -0.58
H 0.513631 -4.227951 -8.668896 0.06 -0.01 -0.28
H 3.002341 4.942699 3.942144 -0.25 0.15 0.39
H 3.189141 1.828639 -0.714686 0.34 0.09 0.26
H -6.405569 5.404149 -2.013556 0.02 0.24 -0.27
C 1.631151 1.988739 1.567894 0.60 1.21 -1.04
F 4.594181 4.421359 -1.168936 0.53 -0.70 0.95
C 0.635501 2.179809 -2.220296 -0.05 0.39 -0.65
C 5.037201 -2.943841 -1.871676 -0.72 -0.65 -0.01
H -8.834519 2.502769 -1.536096 0.31 -0.40 0.38
H 3.322341 -0.877511 3.817674 1.61 0.98 0.90
H 2.028721 -0.830321 -8.803726 -0.25 -0.13 0.05
C 1.265171 4.875189 6.129964 1.13 1.47 -1.13
H 0.091821 0.906539 6.858134 -0.11 -0.09 -0.11
H 6.052461 -3.288471 -1.675256 -0.30 -0.97 -0.21
H 14.087231 0.595399 -0.841816 -0.19 -0.13 -0.16
H 12.269251 -1.210041 0.913864 -0.10 0.15 0.03
C -4.774959 -3.084381 5.442264 0.42 0.36 -0.05
H 3.081171 -6.846051 -2.112386 -0.22 -0.04 -0.35
H -5.932839 0.499059 1.953144 -0.30 0.71 0.05
H -8.786389 -1.013741 5.983624 0.44 -0.02 0.41
H -8.629469 -1.816411 2.434434 -0.55 -0.71 -0.16
H 7.089421 2.492049 -0.349166 0.25 0.00 0.21
O 1.627311 -0.913311 3.468204 -2.81 1.79 0.73
H 6.304281 1.122519 -0.971376 0.13 -0.67 -0.26
H -0.551829 -2.165061 7.736404 -0.10 0.04 -0.07
H -4.299029 -1.384961 1.354244 0.39 0.33 -0.11
H 1.526971 3.443659 -0.716836 0.25 -0.14 0.25
H 4.242381 5.989009 7.370844 0.07 -0.15 0.20
H 10.236691 1.898809 0.826004 -0.03 -0.51 -0.48
C -4.771149 -1.848121 2.220664 1.23 1.07 -0.56
H -4.722509 5.474149 -2.526146 0.11 -0.38 0.62
H -5.680299 -2.508031 5.632764 0.23 0.22 -0.09
C -7.747289 0.330989 3.006644 -0.81 -1.03 -0.44
H -1.328459 1.137219 -8.680846 0.57 -0.24 -0.33
O -3.647279 -2.189641 5.373944 -0.54 -0.17 -0.02
H -0.038439 -0.098841 8.930294 -0.15 0.38 0.15
C 0.000561 -0.485181 -10.590816 -1.10 -0.99 0.39
H -1.050729 4.558259 2.869534 -0.23 -0.09 0.07
H 4.059951 5.087179 8.903934 0.43 0.32 0.02
H -7.147759 4.470499 0.270504 -0.20 0.08 -0.25
H -7.151489 1.710739 5.614564 0.41 -0.62 -1.14
C -3.553839 0.490279 -3.252356 -0.13 -0.51 1.25
C -1.288559 -1.361991 7.716524 -0.43 1.50 -1.00
F 4.571321 3.382879 0.922774 1.26 0.18 -0.07
H -7.727559 -2.545081 3.678494 -0.09 0.46 0.70
H 4.886881 -4.870881 -3.675436 -0.51 0.50 0.07
H 0.541181 -3.425301 -10.300006 -0.12 -0.49 0.11
C -1.326049 -4.334521 -1.801526 -0.38 0.67 -0.05
P 4.668781 4.934329 0.396514 -2.26 2.79 -0.93
H -8.266689 3.999289 -2.105316 0.49 -0.10 -0.33
H -8.926559 4.560299 -0.152756 0.23 0.49 0.50
C -0.451389 -2.281731 -8.763516 1.00 0.13 -1.55
C -2.525419 1.116749 4.670984 0.70 -1.28 0.67
H 0.192831 0.578099 -10.734236 0.58 -0.30 0.13
C 13.795251 0.108149 0.088474 0.28 -0.29 -0.41
H -8.222599 0.454899 2.033594 -0.92 -0.44 0.22
H 0.863481 4.650199 7.117954 -0.15 -0.19 -0.23
H -1.588329 1.056509 -0.631486 0.23 0.15 -0.40
O 0.074221 -2.597781 -4.714906 0.16 -1.94 -0.98
C 3.321121 3.981419 7.323754 -1.42 1.25 -1.06
C -3.236869 -6.262771 -0.249196 0.13 -0.63 -0.52
H -10.586589 -0.407841 4.694474 -0.57 0.48 -0.32
C 3.382871 -6.347081 -3.033316 0.07 1.18 -1.02
H 4.325121 4.231409 4.828634 0.31 0.32 -0.13
C -5.590539 4.820369 -2.441386 -0.85 -0.33 0.06
H 2.615311 3.382939 7.899744 0.05 0.16 0.22
H -2.382399 -0.256301 -8.804546 0.49 -0.60 -0.72
H -2.557539 2.201929 4.768164 -0.13 -0.07 0.35
H 2.944181 0.683669 5.025384 -0.32 0.08 -0.19
H -1.247929 -3.678391 2.335844 -0.24 -0.18 -0.22
H -7.068509 -0.904771 5.377614 -0.30 -0.35 -0.01
H -10.885849 -2.389471 3.594634 0.14 -0.04 0.00
H 5.893331 -4.769711 0.255194 -0.25 0.77 0.04
H -1.239289 -1.185121 4.215374 0.36 -0.23 -0.03
F 4.406431 5.502979 1.928034 2.85 -0.39 0.34
H 4.581111 -0.268331 0.046354 -0.19 0.46 -0.50
C -3.697049 -5.228101 -1.299666 1.52 -0.50 -0.19
H -3.441939 0.800369 4.172984 0.12 -0.09 0.04
C 0.204451 4.815219 4.987544 1.38 -1.07 -1.11
O -1.960089 -3.421471 0.412554 -0.65 0.79 -1.17
H -1.410749 -0.062551 -7.419866 0.59 -0.16 0.03
H 1.507631 2.780539 4.717274 0.07 -0.16 0.00
H -1.181499 -0.648431 -12.437316 0.56 0.12 0.03
H 0.005301 0.511759 5.093524 0.98 -0.04 0.10
O 4.176671 -1.012451 -2.924716 0.44 0.12 -0.12
H -7.263979 0.845169 7.002544 -0.65 -0.38 0.37
H -8.295979 3.243739 0.786984 0.21 0.01 0.07
H 6.003521 -1.773541 -3.445156 0.21 -0.29 -0.06
H 2.879851 -5.284651 -0.381116 -0.16 0.43 -0.17
H 9.906961 -1.263611 0.621774 -0.10 0.68 0.13
C 3.659411 0.056329 0.529234 -1.91 0.79 -0.54
C -5.572349 1.566189 -3.926106 -2.44 1.03 0.72
H 12.499311 -1.456741 -0.804276 0.36 0.16 -0.03
C -1.385159 0.063439 -8.502256 0.68 -0.31 0.28
C 10.068861 -0.820371 -0.360786 -0.34 0.80 -2.16
C 5.011121 -2.141281 -3.184336 -0.91 1.08 1.05
C 4.375951 -5.220221 -2.778216 0.61 -0.66 1.99
H -0.286579 -2.323661 5.250054 -0.02 0.03 -0.42
C -10.006759 0.218859 4.016874 0.98 -1.43 -0.04
H -0.834339 -2.316711 -7.743606 0.69 0.05 0.10
O 0.648091 2.133909 -7.709076 0.31 -1.50 1.80
H 2.531641 0.396749 -1.359016 -0.39 -0.34 0.36
C -6.937179 2.102619 -3.227796 2.53 -1.05 0.49
C -6.387939 -0.162061 2.690644 3.47 -0.70 0.66
H 0.849551 3.002069 -2.903076 0.35 0.35 0.27
H 10.767021 0.515509 1.837864 -0.26 -0.26 -0.37
H -0.625559 -4.098981 -2.602736 -0.50 0.21 -0.52
C 3.655731 -4.519341 -0.360796 2.49 -0.43 0.59
O -2.350919 4.314749 -2.502406 -2.65 0.39 0.82
O 3.517571 -1.796441 3.620064 3.21 -0.15 1.23
C -1.538499 -3.022621 -0.898966 -0.01 -2.24 -0.84
H 5.034041 -6.166561 -0.064316 -0.16 -0.43 0.61
H -3.829739 -4.286191 -0.767416 -0.12 0.08 -0.42
H -3.196899 2.232679 0.530634 0.56 0.14 -0.40
H -7.593359 1.238959 -3.120066 -0.30 0.33 -0.11
O 1.997801 -2.922101 2.546374 -0.78 -0.82 0.12
H 0.131271 2.555669 -5.652346 -0.42 0.44 -0.80
H -3.567549 -3.072501 -2.911516 0.58 0.01 0.04
C 1.194061 -0.296781 -8.349016 -1.33 1.16 -0.32
H 3.789351 5.854109 5.303694 -0.48 -0.21 0.17
H 1.342901 1.403569 -2.512066 -0.19 -0.03 0.07
H -3.069409 -7.275931 -0.614666 -0.46 -0.01 -0.53
H -1.351279 -0.873521 9.786534 0.12 -0.20 -0.01
C 3.458691 4.884909 4.930334 0.62 -1.92 -0.16
H 0.246381 4.560939 1.690234 0.39 0.22 0.13
H 7.583991 1.991239 -1.916826 -0.01 -0.34 -0.33
O -2.695379 6.153779 -3.749856 -0.61 1.26 -0.74
F 6.318881 5.036329 0.355854 -2.39 -0.53 0.65
H 0.806561 -1.192791 -10.785136 0.27 0.64 -0.94
H 3.109531 -0.855111 0.763774 0.15 -0.06 0.73
H -5.702299 -0.129951 3.537374 -0.18 0.86 0.70
H 10.828741 -0.022911 -3.288566 0.06 -0.10 0.12
H -2.952089 1.343069 -2.938116 -0.57 0.85 -0.31
C 2.613691 -3.403421 -2.342346 1.40 -1.66 0.68
H 4.571731 -2.689231 -4.017876 0.34 -0.32 -0.15
H 2.659601 -3.477071 -3.428886 -0.23 0.87 0.12
H 12.504791 -0.296801 -2.744546 -0.20 -0.21 0.51
H 1.041841 -0.562431 -7.302896 0.03 -0.36 -0.11
H -4.504379 -2.897131 2.092154 -1.13 -0.33 0.12
H 1.807791 2.596039 -6.107436 0.19 -0.16 0.31
C -1.093449 -0.363201 8.858524 0.41 -0.56 -0.12
H -9.991109 -3.892791 3.838284 0.50 0.16 -0.47
C 11.004801 1.140309 0.976944 0.77 -0.77 -0.71
H -2.552759 -3.773751 -4.271346 0.33 0.21 0.54
C -8.047249 3.929349 -0.023056 -0.94 -0.94 -0.11
C 0.247041 -1.507521 -4.129046 -3.45 -0.08 1.51
H -5.320269 3.760959 -0.552276 -0.12 -0.26 0.04
H -2.142769 -0.220491 -11.108096 0.17 0.05 0.38
C 3.358641 1.691399 5.053604 -1.38 0.70 0.65
H 10.371911 -1.664411 -0.980346 0.34 0.05 -0.14
H -4.877539 -3.585961 4.479974 -0.08 -0.29 0.06
C 12.501581 -0.699191 -0.020566 -0.30 1.43 -0.38
C 1.534171 1.252729 -8.400226 -1.78 -0.26 -1.07
C -2.000919 5.226819 -3.369096 0.21 0.83 -0.46
C -9.970119 -2.815721 4.004334 1.21 1.13 0.10
H -7.372479 2.956569 -3.746836 0.00 -0.41 -0.15
C 0.808221 2.625839 -0.768496 0.45 -0.85 0.57
C -8.031289 3.222409 -1.377896 0.89 1.15 -0.04
C -0.895369 -3.665991 1.304514 0.87 0.97 0.03
C 4.902881 -5.196081 0.414304 -0.64 0.01 -2.07
O -6.112169 -1.473551 2.227974 -2.33 -1.82 -0.31
H -0.082099 2.937949 -0.222576 -0.22 0.06 -0.41
H -2.311799 -1.727121 7.804544 0.14 -0.31 -0.54
H -3.190819 -0.224131 -2.513486 -0.38 -0.54 -0.18
H 3.630191 -0.343711 -4.828946 0.25 -0.21 -0.11
C -1.273319 -0.825311 -11.365686 -0.23 -0.30 -0.42
O -6.286709 3.664309 4.252884 -3.34 -0.76 -0.15
H -7.136919 0.700519 -0.874846 -0.05 0.09 0.03
H -0.197169 6.078329 2.544354 -0.37 0.05 -0.58
C -2.719799 1.873959 1.442664 0.25 0.62 1.20
H -8.669739 1.643979 6.195524 -0.47 -0.72 0.52
C 3.577491 5.363419 7.966374 0.58 -1.06 0.33
H 3.934971 0.675299 1.383084 -0.04 -0.44 0.12
H -1.768479 -0.320961 0.386304 0.20 -0.51 0.17
H 4.193051 3.349279 7.155704 0.19 0.50 -0.03
H -2.137679 -3.473551 5.960824 -0.48 -0.53 0.21
H 3.859791 -7.022541 -3.743526 0.35 -0.38 0.51
C -1.224239 -1.781531 5.127604 -0.81 0.26 -0.08
```
Positions in Å, forces in eV/Å.

The calculation puts the energy relative to the best compared isomer or geometry (same formula, charge and spin) at 1.128 eV. The total charge is +5. For the LUMO energy (spin up / spin down), the calculation gives -7.35 / -11.37 eV. The spin multiplicity is 2. As for the expectation value of S²: 0.7582.